{
  "formula": "C16H52O10",
  "method": "wB97M-V/def2-TZVPD",
  "e_tot_ha": -1393.1797,
  "spin_multiplicity": 1,
  "homo_lumo_gap_ev": 9.47,
  "homo_ev": -9.265,
  "smiles": "CC(C)O.CC(C)O.CC(C)O.CC(C)O.CCO.CCO.O.O.O.O",
  "max_force_ev_per_a": 2.6,
  "charge": 0,
  "de_lowest_kcal_mol": 7.7,
  "symbols": ["C", "C", "O", "H", "H", "H", "H", "H", "H", "C", "C", "O", "H", "H", "H", "H", "H", "H", "C", "C", "C", "O", "H", "H", "H", "H", "H", "H", "H", "H", "C", "C", "C", "O", "H", "H", "H", "H", "H", "H", "H", "H", "C", "C", "C", "O", "H", "H", "H", "H", "H", "H", "H", "H", "C", "C", "C", "O", "H", "H", "H", "H", "H", "H", "H", "H", "O", "H", "H", "O", "H", "H", "O", "H", "H", "O", "H", "H"],
  "xyz": [[13.184, 8.010, 8.594], [13.892, 6.767, 9.180], [13.121, 6.309, 10.257], [13.973, 8.645, 8.192], [12.692, 8.633, 9.340], [12.446, 7.740, 7.838], [14.885, 6.984, 9.574], [14.014, 5.995, 8.420], [12.287, 6.015, 9.884], [9.721, 12.814, 14.003], [9.797, 11.342, 13.621], [9.391, 11.171, 12.267], [9.971, 12.967, 15.053], [8.697, 13.183, 13.952], [10.313, 13.508, 13.406], [9.101, 10.748, 14.214], [10.827, 10.984, 13.624], [9.674, 10.309, 11.954], [6.781, 10.016, 10.263], [6.998, 11.393, 9.604], [5.984, 11.775, 8.544], [6.962, 12.310, 10.659], [6.855, 9.140, 9.618], [5.851, 9.965, 10.828], [7.529, 9.753, 11.011], [8.021, 11.422, 9.228], [6.224, 12.748, 8.116], [4.962, 11.992, 8.853], [5.821, 10.987, 7.809], [7.648, 12.131, 11.307], [6.618, 7.512, 7.157], [7.485, 6.558, 7.922], [6.921, 5.159, 8.161], [8.720, 6.401, 7.241], [6.414, 7.143, 6.152], [7.046, 8.502, 6.998], [5.665, 7.664, 7.665], [7.779, 6.993, 8.877], [7.593, 4.503, 8.715], [6.572, 4.655, 7.260], [6.023, 5.342, 8.751], [8.583, 6.036, 6.364], [9.144, 10.246, 6.060], [10.124, 9.828, 7.182], [10.849, 11.024, 7.797], [9.538, 9.102, 8.259], [8.637, 9.438, 5.534], [9.625, 10.840, 5.282], [8.374, 10.765, 6.631], [10.909, 9.153, 6.842], [10.129, 11.615, 8.363], [11.255, 11.649, 7.001], [11.650, 10.645, 8.432], [9.241, 8.299, 7.825], [7.315, 6.642, 14.759], [7.818, 7.875, 13.989], [9.407, 7.942, 14.010], [7.358, 7.694, 12.642], [7.876, 5.757, 14.458], [6.296, 6.444, 14.428], [7.358, 6.697, 15.847], [7.434, 8.819, 14.375], [9.764, 8.101, 15.028], [9.701, 8.823, 13.439], [9.880, 7.050, 13.600], [6.419, 7.867, 12.742], [10.732, 5.526, 9.454], [10.047, 5.719, 10.094], [10.261, 5.383, 8.633], [12.537, 8.649, 11.886], [11.737, 8.746, 11.369], [12.909, 7.815, 11.598], [10.193, 8.742, 10.763], [9.973, 8.972, 9.861], [9.535, 8.094, 11.014], [8.637, 5.624, 11.374], [8.415, 4.778, 11.762], [8.146, 6.262, 11.891]],
  "forces_ev_per_angstrom": [[1.1, 0.1, -0.2], [-0.8, 0.9, 0.2], [0.8, -0.6, 0.7], [-0.2, 0.2, -0.6], [0.1, -0.4, 0.3], [0.1, 0.0, -0.1], [0.0, 0.3, -0.1], [0.0, -0.1, -0.2], [-0.6, -0.2, 0.1], [-0.6, 0.1, 0.4], [0.2, 0.6, -0.9], [-0.7, 0.8, -0.4], [0.3, -0.2, 0.0], [-0.2, -0.2, -0.3], [0.2, -0.4, -0.1], [0.4, 0.0, 0.6], [0.0, -0.1, 0.8], [0.2, -0.3, -0.3], [0.1, -0.8, -0.1], [0.2, -1.3, 1.2], [-0.5, 0.4, -0.1], [-0.9, 1.6, 0.3], [-0.3, 0.1, -0.6], [-0.3, 0.2, -0.3], [0.3, 0.7, 0.0], [0.0, -0.2, -0.7], [0.5, -0.3, -0.5], [0.0, -0.4, 1.0], [0.6, 0.1, -0.3], [0.4, -0.4, 0.0], [-0.9, 0.3, -0.3], [0.6, -0.9, -0.2], [-1.1, 0.8, 0.4], [1.4, 0.4, -0.2], [-0.1, -0.3, -0.1], [0.3, -0.1, 0.4], [-0.1, 0.0, 0.0], [-0.1, 0.0, 0.2], [0.1, 0.3, 0.0], [0.2, 0.1, -0.3], [-0.2, -0.5, 0.3], [-0.2, 0.0, -0.1], [0.0, -0.5, 1.1], [1.4, 0.3, -0.5], [-0.5, -0.3, -0.4], [-0.9, 0.4, -0.7], [0.2, -0.4, 0.2], [0.0, 0.3, 0.4], [-0.2, 0.6, -0.5], [0.1, 0.1, -0.7], [0.1, 0.1, 0.2], [0.1, 0.0, 0.1], [0.0, 0.3, 0.1], [-0.2, -0.7, 0.2], [-0.1, 0.2, -0.2], [2.2, -1.2, 0.8], [-1.7, 0.5, -0.3], [0.2, 0.5, 0.2], [0.2, 0.1, 0.0], [-0.3, 0.0, 0.4], [0.0, 0.2, -0.1], [-0.1, 0.0, 0.1], [-0.1, -0.1, 0.0], [0.2, -0.3, 0.0], [-0.2, 0.0, -0.1], [-0.3, -0.1, -0.7], [0.1, -0.3, -0.4], [-0.4, 0.0, 0.6], [-0.1, 0.1, -0.4], [0.8, 0.5, 0.9], [-0.4, -0.1, -0.1], [0.1, -0.5, -0.3], [-0.4, 0.1, 1.0], [-0.1, 0.3, -1.1], [-0.1, -0.3, 0.2], [0.3, -0.4, -0.5], [0.1, -0.3, 0.0], [-0.5, 0.7, 0.3]]
}

***

{
  "formula": "C4H5ClN2",
  "method": "wB97M-V/def2-TZVPD",
  "e_tot_ha": -724.9472,
  "spin_multiplicity": 1,
  "homo_lumo_gap_ev": 7.31,
  "homo_ev": -9.149,
  "max_force_ev_per_a": 4.7,
  "charge": 0,
  "de_lowest_kcal_mol": 118.2,
  "symbols": ["C", "C", "C", "C", "N", "N", "Cl", "H", "H", "H", "H", "H"],
  "xyz": [[0.470, -0.810, -1.418], [1.348, 0.127, -0.910], [-0.649, -0.888, -0.641], [0.622, 0.588, 0.097], [-0.549, 0.016, 0.344], [-1.374, 0.453, 1.383], [0.830, 2.523, 1.668], [0.684, -1.549, -2.271], [2.432, 0.404, -1.213], [-1.390, -1.672, -0.826], [-0.766, 1.254, 1.837], [-1.658, -0.444, 1.950]],
  "forces_ev_per_angstrom": [[0.2, -2.9, -2.4], [4.2, 1.8, -1.2], [-1.2, -1.9, -1.4], [0.5, 3.2, 3.3], [0.2, 1.0, 0.9], [-0.6, -1.0, 1.3], [0.1, -2.4, -2.1], [-0.3, 1.4, 1.5], [-2.4, -0.5, 0.5], [-0.2, 0.8, 0.8], [-1.6, -2.2, -0.3], [1.1, 2.7, -0.9]]
}

***

{
  "formula": "C37H43FN2O5RuS",
  "method": "wB97M-V/def2-TZVPD",
  "e_tot_ha": -2514.1148,
  "s2": 1.063,
  "spin_multiplicity": 2,
  "homo_lumo_gap_ev": [5.32, 5.21],
  "homo_ev": [-10.099, -10.002],
  "max_force_ev_per_a": 4.0,
  "charge": 1,
  "symbols": ["Ru", "O", "C", "O", "C", "C", "C", "C", "C", "N", "C", "O", "O", "H", "H", "H", "H", "C", "C", "C", "C", "C", "C", "C", "C", "C", "C", "C", "C", "N", "C", "C", "C", "C", "C", "C", "F", "H", "H", "H", "H", "H", "H", "H", "H", "H", "H", "H", "H", "H", "H", "H", "H", "H", "H", "H", "H", "H", "C", "C", "C", "C", "C", "C", "C", "O", "C", "C", "C", "H", "H", "H", "H", "H", "H", "H", "H", "H", "H", "H", "H", "C", "S", "C", "H", "H", "H", "H", "H", "H"],
  "xyz": [[-0.171, 0.335, -0.172], [1.549, 4.659, -1.415], [1.171, 3.432, -1.082], [0.199, 3.212, -0.396], [2.058, 2.372, -1.633], [3.263, 2.686, -2.240], [4.044, 1.655, -2.746], [3.596, 0.355, -2.627], [2.380, 0.125, -1.993], [1.631, 1.102, -1.510], [1.839, -1.304, -1.849], [2.516, -2.205, -2.309], [0.705, -1.391, -1.273], [0.936, 5.311, -1.051], [3.572, 3.719, -2.306], [4.983, 1.874, -3.236], [4.141, -0.499, -3.002], [-3.412, 1.670, -1.338], [-2.996, 1.155, -2.719], [-1.720, 1.856, -3.199], [-2.797, -0.350, -2.904], [-3.172, -0.814, -4.156], [-3.037, -2.142, -4.522], [-2.501, -3.041, -3.624], [-2.114, -2.653, -2.352], [-1.478, -3.696, -1.450], [-0.221, -4.288, -2.100], [-2.473, -4.816, -1.118], [-2.276, -1.290, -1.967], [-1.967, -0.949, -0.648], [-2.703, -1.513, 0.343], [-4.028, -1.965, 0.131], [-4.791, -2.443, 1.173], [-4.275, -2.509, 2.463], [-2.971, -2.094, 2.709], [-2.226, -1.617, 1.665], [-0.940, -1.286, 1.880], [-3.795, 2.687, -1.435], [-2.571, 1.711, -0.645], [-4.196, 1.050, -0.902], [-3.800, 1.430, -3.406], [-0.883, 1.515, -2.586], [-1.815, 2.939, -3.108], [-1.496, 1.604, -4.235], [-3.613, -0.114, -4.856], [-3.355, -2.471, -5.502], [-2.387, -4.076, -3.919], [-1.164, -3.223, -0.520], [-0.455, -4.782, -3.044], [0.224, -5.025, -1.430], [0.516, -3.512, -2.284], [-2.792, -5.337, -2.021], [-3.359, -4.427, -0.615], [-2.000, -5.544, -0.458], [-4.438, -1.894, -0.868], [-5.806, -2.761, 0.980], [-4.884, -2.882, 3.275], [-2.534, -2.142, 3.697], [7.150, -0.806, 4.812], [5.805, -0.742, 4.156], [4.728, -1.475, 4.641], [3.495, -1.464, 4.016], [2.372, -2.274, 4.609], [3.322, -0.684, 2.848], [2.041, -0.747, 2.172], [1.691, -0.053, 1.222], [4.403, 0.094, 2.360], [4.303, 0.952, 1.131], [5.615, 0.045, 3.024], [7.113, -1.354, 5.751], [7.535, 0.197, 5.004], [7.861, -1.306, 4.151], [4.859, -2.079, 5.532], [2.703, -2.759, 5.524], [2.038, -3.054, 3.922], [1.514, -1.645, 4.849], [1.334, -1.484, 2.575], [3.590, 1.766, 1.271], [3.959, 0.366, 0.281], [5.278, 1.376, 0.895], [6.445, 0.630, 2.644], [0.916, 2.667, 2.680], [-0.589, 1.725, 2.336], [-1.733, 3.115, 2.144], [0.744, 3.285, 3.558], [1.166, 3.285, 1.820], [1.715, 1.958, 2.877], [-1.413, 3.733, 1.310], [-1.750, 3.687, 3.070], [-2.720, 2.700, 1.948]],
  "forces_ev_per_angstrom": [[0.6, -3.9, -0.7], [0.4, 0.1, -0.3], [-0.5, 0.0, 0.3], [0.1, -0.2, -0.1], [0.4, -0.3, -0.2], [-0.2, 0.1, 0.1], [0.1, -0.1, -0.1], [0.0, 0.1, 0.0], [-0.2, -0.5, 0.0], [-0.7, 0.8, 0.7], [0.9, 0.7, -0.4], [-0.3, 0.1, 0.2], [-1.4, 1.1, 1.1], [-0.2, -0.1, 0.1], [0.0, 0.0, 0.0], [0.0, 0.0, 0.0], [0.0, 0.0, 0.0], [0.0, -0.1, -0.2], [0.3, -0.1, 0.3], [-0.2, 0.0, 0.0], [0.0, 0.1, 0.4], [-0.1, -0.1, -0.1], [0.0, 0.1, 0.0], [0.0, -0.2, 0.0], [0.1, 0.2, 0.1], [-0.1, -0.2, 0.0], [0.0, 0.2, 0.0], [0.1, 0.2, 0.1], [0.3, -0.5, -0.7], [1.8, 3.1, 0.3], [-0.8, -0.4, 1.1], [0.5, 0.2, -0.1], [-0.1, -0.1, 0.2], [0.1, 0.0, 0.0], [-0.3, -0.1, 0.1], [-0.4, -0.1, -0.7], [0.6, 0.2, 0.1], [0.0, 0.0, 0.0], [0.0, 0.0, 0.1], [0.0, 0.0, 0.1], [0.0, 0.0, 0.0], [0.2, 0.1, 0.1], [0.0, 0.0, 0.0], [0.0, 0.0, 0.0], [0.0, 0.0, 0.0], [0.0, 0.0, 0.0], [0.0, 0.0, 0.0], [0.0, 0.0, 0.0], [0.0, -0.1, 0.0], [0.0, 0.0, 0.0], [0.0, -0.1, -0.1], [0.0, 0.0, 0.0], [0.0, 0.0, 0.0], [0.0, 0.0, 0.0], [0.0, 0.0, 0.0], [0.0, 0.0, 0.0], [0.0, 0.0, 0.0], [0.0, 0.0, 0.0], [0.0, 0.0, 0.0], [-0.1, 0.0, 0.0], [0.1, 0.0, 0.1], [-0.2, 0.0, -0.1], [0.0, 0.0, 0.0], [0.3, 0.2, -0.1], [-0.2, -0.4, 0.4], [-0.4, 0.6, -0.9], [0.0, 0.0, 0.0], [0.0, 0.0, 0.0], [0.0, 0.0, 0.0], [0.0, 0.0, 0.0], [0.0, 0.0, 0.0], [0.0, 0.0, 0.0], [0.0, 0.0, 0.0], [0.0, 0.0, 0.0], [0.0, 0.0, 0.0], [0.0, -0.1, 0.0], [0.0, 0.1, -0.1], [0.0, 0.0, 0.0], [0.0, 0.0, -0.1], [0.0, 0.0, 0.0], [0.0, 0.0, 0.0], [-0.1, -0.1, -0.2], [-0.3, 0.0, -0.8], [0.1, -0.2, 0.0], [0.0, 0.0, 0.0], [0.0, 0.0, 0.1], [0.0, 0.0, 0.0], [0.0, 0.0, 0.0], [-0.1, 0.0, 0.0], [0.0, 0.0, 0.0]]
}